[1]
# C5H9N

A structure of composition C5H9N (wB97M-V/def2-TZVPD, the OMol25 dataset).

Structure (XYZ):
```
15
Properties=species:S:1:pos:R:3:forces:R:3
C -0.699724 0.970779 0.536542 -0.1 0.0 0.0
C -2.017393 -0.564604 -0.397907 0.0 -0.1 -0.1
C -0.747587 -0.456971 0.133083 -0.1 0.0 0.2
N 0.788419 -0.646435 -0.837682 0.0 0.1 -0.1
C 1.897986 -0.676475 0.137173 0.1 -0.1 0.2
C 1.449730 0.511815 -0.577060 -0.1 0.1 -0.1
H -1.154550 1.681015 -0.153879 0.1 -0.1 0.1
H -0.896574 1.212186 1.581560 0.1 0.0 -0.2
H -2.663077 -1.416752 -0.194992 0.1 0.1 0.0
H -2.386749 0.165660 -1.111952 0.1 -0.1 0.1
H -0.518022 -1.181244 0.913720 0.0 0.1 -0.1
H 1.642067 -0.744300 1.201213 0.0 0.0 -0.2
H 2.784164 -1.243469 -0.148363 -0.1 0.1 0.0
H 1.883054 1.195049 -1.302887 -0.1 -0.1 0.1
H 0.638263 1.193746 0.221438 0.1 0.0 0.0
```
Forces are in eV/Å.

Properties
HOMO-LUMO gap ... 0.2972 hartree
Max |F| ... 0.3 eV Å⁻¹
Charge ... 0
M ... 83.13 g mol⁻¹



[2]
# C5H4N3P

A cluster of 2 separate species, C5H4N3P in total at a distorted geometry (wB97M-V/def2-TZVPD, the OMol25 dataset).

Structure (XYZ):
```
13
Properties=species:S:1:pos:R:3:forces:R:3
C 1.806602 -0.196522 -1.168459 -0.7 1.3 2.4
C 0.928208 0.899727 0.872957 -0.5 1.2 -0.5
C 0.890545 -1.442129 0.619457 0.6 2.8 -0.6
C -1.308312 0.290690 -0.517978 3.3 2.5 -2.8
C 1.253748 -0.122131 0.120768 0.3 -3.3 0.7
N 2.352594 -0.100122 -2.147236 1.4 -0.1 -3.1
N 0.651241 1.856577 1.505815 -1.0 1.4 1.3
N 0.490500 -2.463460 0.892867 -0.7 -2.3 0.7
P -2.555114 -0.365771 0.383720 -4.0 -2.6 3.0
H -0.905069 -0.441093 -1.151160 1.0 -0.2 -1.2
H -1.186038 1.308093 -0.823709 -0.1 0.5 -0.1
H -0.258446 2.377927 1.624624 1.4 -1.0 -0.5
H -2.160462 -1.601785 -0.211666 -0.9 -0.3 0.7
```
Forces are in eV/Å.

Properties
HOMO-LUMO gap (spin up / spin down) ... 0.2478 / 0.2646 hartree
Max |F| ... 5.6 eV Å⁻¹
Charge ... 0
M ... 137.08 g mol⁻¹
2S+1 ... 3



[3]
# C20H55N5O5

A cluster of 5 separate species, C20H55N5O5 in total at a distorted geometry (wB97M-V/def2-TZVPD, the OMol25 dataset).

Structure (XYZ):
```
85
Properties=species:S:1:pos:R:3:forces:R:3
C -2.200120 4.237578 0.608526 -0.7 -0.2 0.1
O -1.417480 3.072385 0.535830 -0.1 -0.2 -0.1
C -0.753264 2.938500 -0.703916 0.1 0.2 -0.1
C 0.224795 1.791643 -0.586164 0.1 -0.6 0.1
C 1.246558 1.737560 -1.714530 -0.6 0.3 -0.1
N -0.464065 0.477293 -0.524743 -0.2 0.3 -0.3
H -2.837626 4.367006 -0.276547 0.3 0.1 -0.2
H -1.576864 5.113720 0.790473 -0.1 0.1 -0.1
H -2.915957 4.122497 1.424629 0.3 0.0 0.2
H -1.476277 2.725130 -1.507552 0.0 0.1 0.0
H -0.248632 3.879970 -0.964549 0.1 -0.1 0.1
H 0.747229 1.890019 0.368530 0.0 0.2 0.0
H 2.125770 1.193690 -1.383161 0.1 -0.1 -0.3
H 1.522917 2.730263 -2.072841 0.2 0.0 0.2
H 0.768554 1.252809 -2.571880 0.3 -0.2 -0.1
H -1.370536 0.616746 -0.081313 0.2 -0.1 0.3
H -0.713085 0.219544 -1.478843 0.1 -0.1 0.0
C -4.451589 6.717701 2.703884 -1.0 -0.1 -0.5
O -3.187677 6.933560 2.141496 0.1 -0.1 0.2
C -2.325634 7.518782 3.098531 0.4 -0.3 -0.1
C -0.887418 7.543412 2.577645 0.0 0.6 -0.5
C -0.057306 8.546313 3.381740 -0.6 0.6 0.1
N -0.818176 7.950523 1.151026 -0.6 -0.3 0.1
H -4.888277 7.644589 3.096560 0.2 -0.1 0.3
H -4.456481 5.926748 3.461486 0.2 0.2 0.2
H -5.148610 6.389010 1.925099 0.3 0.0 -0.1
H -2.653348 8.546277 3.298883 -0.1 0.0 0.1
H -2.354417 6.943819 4.033029 -0.1 0.1 0.1
H -0.448208 6.546823 2.633145 0.0 0.0 0.1
H 0.709055 8.956412 2.728562 0.4 -0.3 0.2
H 0.327348 8.191164 4.335786 0.2 -0.3 -0.2
H -0.682469 9.411908 3.645604 0.0 -0.1 -0.1
H -1.506757 8.686995 0.994075 0.3 0.2 0.1
H -1.219022 7.194015 0.599145 0.2 0.0 0.0
C -0.558667 -1.555386 3.359783 -0.2 0.5 -0.2
O 0.631955 -2.045409 2.813715 0.2 -0.2 0.1
C 0.430035 -2.812022 1.648826 -0.1 -0.1 -0.1
C 1.746515 -2.985057 0.935564 0.6 0.4 -0.8
C 2.763941 -3.860584 1.625139 0.5 -0.4 0.1
N 2.384033 -1.685503 0.612277 -0.4 -0.1 0.4
H -1.086034 -0.909399 2.639012 0.1 -0.1 0.0
H -0.281835 -0.933455 4.209709 -0.1 -0.2 0.1
H -1.253255 -2.350626 3.654537 0.1 -0.1 0.1
H 0.018173 -3.804498 1.882039 0.0 0.1 0.2
H -0.281936 -2.301535 0.988612 0.0 0.0 0.0
H 1.564236 -3.471024 -0.026350 -0.4 0.0 0.0
H 2.334122 -4.803361 1.971327 -0.1 0.0 0.0
H 3.282894 -3.390662 2.462396 -0.3 0.1 0.1
H 3.530380 -4.095110 0.882035 0.0 0.0 0.1
H 2.453306 -1.208561 1.510364 0.2 0.1 -0.1
H 1.701625 -1.124465 0.101376 0.0 0.0 0.0
C 4.707392 -5.102320 -1.921695 0.4 -0.6 -0.2
O 3.747588 -4.094703 -1.966198 -0.2 0.3 0.0
C 3.358076 -3.756095 -3.281962 -0.3 -0.2 0.0
C 2.287745 -2.688801 -3.192050 0.5 0.2 0.4
C 1.810597 -2.260749 -4.556802 -0.6 0.6 -0.3
N 2.830651 -1.498472 -2.498942 -0.6 -0.3 0.1
H 5.503632 -4.942615 -2.663055 0.0 0.1 0.2
H 4.290023 -6.100748 -2.133254 -0.1 0.2 0.0
H 5.142927 -5.126440 -0.923848 0.0 0.1 0.0
H 4.220928 -3.417372 -3.871017 0.0 0.1 0.1
H 2.931622 -4.638957 -3.785779 0.1 0.0 0.0
H 1.461196 -3.133717 -2.619774 0.0 0.0 -0.1
H 0.901306 -1.649369 -4.476571 0.0 -0.2 0.2
H 1.554023 -3.083666 -5.225900 0.2 -0.1 0.0
H 2.526962 -1.581284 -5.022050 0.3 -0.3 -0.1
H 3.129846 -1.753118 -1.557242 0.2 -0.2 -0.1
H 2.011738 -0.922452 -2.307554 0.2 0.3 -0.2
C 0.377456 -5.475011 -1.806582 0.1 0.0 0.6
O -0.461233 -4.543926 -1.148341 -0.2 -0.1 0.0
C -1.816444 -4.774024 -1.487806 -0.1 0.0 -0.1
C -2.763405 -4.053505 -0.552845 -0.3 -0.4 0.8
C -2.680139 -2.533751 -0.625838 -0.3 0.3 -0.6
N -2.566365 -4.615299 0.801881 0.5 0.1 -0.1
H 0.129442 -6.500242 -1.504008 -0.1 0.0 -0.1
H 1.391005 -5.276499 -1.457991 0.1 0.1 -0.3
H 0.287320 -5.382683 -2.892659 0.2 0.0 0.0
H -2.001735 -4.446190 -2.519777 0.0 -0.1 0.0
H -2.029020 -5.847008 -1.403206 0.0 0.0 -0.1
H -3.754572 -4.420816 -0.844201 -0.1 0.4 -0.2
H -1.656638 -2.180370 -0.751642 0.1 0.0 0.3
H -3.147174 -2.059630 0.238391 0.2 -0.1 0.2
H -3.239307 -2.145675 -1.487277 0.1 -0.2 0.0
H -1.567969 -4.668496 0.973271 0.0 -0.1 0.0
H -2.909890 -4.003745 1.534317 -0.2 0.1 -0.2
```
Forces are in eV/Å.

Properties
HOMO-LUMO gap ... 0.3502 hartree
Max |F| ... 1.1 eV Å⁻¹
Charge ... 0
M ... 445.69 g mol⁻¹



[4]
# C5H7NO

A structure of composition C5H7NO (wB97M-V/def2-TZVPD, the OMol25 dataset).

Structure (XYZ):
```
14
Properties=species:S:1:pos:R:3:forces:R:3
O -0.851525 -1.706381 -1.988399 0.1 0.0 0.5
C -0.546198 -1.608106 -0.823404 0.0 0.0 -0.3
C -0.111408 -0.326035 -0.181598 -0.1 -0.2 -0.1
C 1.309696 0.196591 0.127874 0.4 -0.1 0.0
N 0.433513 1.309722 0.679635 0.1 0.2 0.1
C -0.420330 0.178394 1.235573 -0.2 -0.1 0.4
C -0.375074 1.125945 -0.599709 -0.2 0.2 -0.3
H -0.580929 -2.488563 -0.143220 0.0 0.0 -0.1
H 1.896192 -0.320622 0.893777 -0.1 0.0 -0.1
H 1.933467 0.506849 -0.716114 -0.1 -0.1 0.1
H 0.039541 -0.344187 2.080875 -0.1 0.1 -0.1
H -1.452297 0.469923 1.455447 0.2 0.0 0.0
H -1.401436 1.498217 -0.527671 0.1 -0.1 0.0
H 0.126787 1.508253 -1.493066 -0.1 -0.1 0.1
```
Forces are in eV/Å.

Properties
HOMO-LUMO gap ... 0.3642 hartree
Max |F| ... 0.5 eV Å⁻¹
Charge ... 0
M ... 97.12 g mol⁻¹